{"formula": "CH2N2S4", "method": "the ωB97M-V functional and the def2-TZVPD basis", "symbols": ["C", "N", "N", "S", "S", "S", "S", "H", "H"], "coordinates": [[0.762635, -0.744478, 1.019628], [1.137448, -1.855524, 1.390018], [0.651255, -2.810938, 2.050421], [0.801360, -5.424758, 3.341083], [0.998343, -3.472511, 3.461901], [-0.942943, 1.375345, -0.060485], [-0.750818, 0.036224, 1.532711], [1.160394, -0.347007, 0.051520], [-1.278327, 0.237630, -0.951250]], "forces_ev_per_a": [[-1.200, 1.946, -2.118], [1.873, -1.003, 0.364], [-1.111, -1.735, 0.724], [-0.223, 1.288, 0.126], [0.549, -0.572, -0.436], [-0.594, -2.811, -1.074], [0.069, 0.482, -0.095], [0.222, 0.067, 1.312], [0.416, 2.337, 1.197]], "relative_energy_kcal_mol": 43.7, "molar_mass_g_mol": 170.3, "total_charge": 0, "lumo_ev": [-1.190, -1.560], "energy_ev": -47387.0845, "homo_energy_ev": [-8.52, -8.43]}